Version one
This record from the Open Molecules 2025 dataset describes 12 unconnected molecules or ions with the total composition C24H72O24. The level of theory is ωB97M-V with the def2-TZVPD basis set.

Geometry (Å):
1 O 5.58 2.07 7.62
2 C -3.47 -2.55 5.49
3 H -6.93 4.40 3.25
4 H 6.49 0.30 8.37
5 H 7.67 -5.03 -4.96
6 H 1.40 2.44 5.89
7 H -4.22 -3.23 5.88
8 O 6.07 -6.33 -5.13
9 H 5.96 0.36 4.29
10 H -0.84 -0.56 0.37
11 O -5.18 2.82 -1.97
12 C 4.57 4.70 -6.87
13 C 0.71 4.23 5.65
14 H -4.56 2.74 -1.24
15 H 4.84 5.96 1.14
16 H 0.66 4.01 7.94
17 H -5.26 -6.76 1.59
18 H -1.18 3.05 7.18
19 H -8.13 2.33 4.22
20 O 0.77 2.84 5.28
21 H 4.94 5.62 -6.43
22 C 6.70 6.35 1.98
23 H 6.24 -0.79 6.01
24 H -0.03 -4.58 -4.34
25 H 1.15 0.31 0.58
26 O 3.22 4.86 -7.13
27 C 5.74 0.16 6.23
28 O -0.08 0.68 -8.62
29 H 6.68 -4.95 -2.91
30 H -5.74 1.47 -3.42
31 H -8.49 1.41 -1.04
32 H 4.75 -0.17 6.54
33 H 6.48 7.41 1.87
34 H -0.26 -0.83 -7.35
35 H -4.01 -0.80 5.57
36 H 0.16 5.59 7.32
37 H 2.88 3.99 -7.33
38 C 0.13 -6.61 -3.48
39 O 5.81 0.91 5.06
40 H -1.54 -5.70 -4.20
41 H 3.83 2.40 -7.07
42 O -7.72 1.80 -1.45
43 C -6.62 3.97 4.20
44 O -6.58 -5.87 -1.43
45 O 5.83 4.21 1.00
46 H 6.07 5.86 -0.11
47 O -4.85 -7.98 -0.01
48 C 5.85 5.60 0.93
49 H -6.22 1.00 -0.42
50 C 6.38 0.84 7.43
51 H -2.93 -3.03 4.67
52 H -7.17 2.80 6.75
53 C 4.68 3.53 -5.81
54 H -3.51 -1.32 7.94
55 C 5.77 -4.03 -4.30
56 H 7.43 1.14 7.35
57 H -7.42 -7.00 0.09
58 C 0.16 4.52 7.12
59 O 6.47 5.94 3.34
60 H -6.85 -0.13 -1.60
61 H -2.65 -1.36 -8.09
62 H -6.44 -6.67 -1.94
63 H 7.78 6.26 1.84
64 H 5.15 4.55 -7.78
65 H -2.01 -2.72 7.18
66 H 1.56 0.17 -1.10
67 O -6.04 4.86 5.17
68 H 7.10 6.46 3.85
69 C 0.29 1.83 -0.64
70 H -7.02 -5.40 0.43
71 C -2.40 -2.02 6.44
72 C -5.46 1.43 -2.37
73 H 6.61 -4.68 -6.19
74 C -7.74 3.10 4.89
75 O -1.17 4.01 7.23
76 O -0.33 -0.56 -0.44
77 H -0.87 -8.03 -4.14
78 O -1.35 -1.85 -9.69
79 H 5.73 2.61 6.84
80 H 5.68 3.72 -5.41
81 C -6.60 0.92 -1.44
82 O -2.93 -1.00 7.25
83 C 6.60 -5.07 -5.17
84 H -2.43 -0.22 -9.40
85 O -0.61 -7.76 -3.26
86 H -4.12 -7.87 -0.62
87 H 4.68 -4.12 -4.41
88 H -1.37 0.64 -7.25
89 H -0.39 2.10 1.26
90 O 4.55 2.29 -6.44
91 C -5.25 -6.70 0.50
92 H 1.11 -6.92 -3.84
93 H -5.81 3.31 3.90
94 H 0.01 4.73 4.97
95 H 0.29 -5.97 -2.61
96 H -4.44 -5.99 0.33
97 C -0.48 -5.57 -4.40
98 H 0.19 0.10 -9.34
99 O -7.13 2.30 5.93
100 H -1.63 -1.55 5.82
101 H 1.09 2.55 -0.45
102 C -0.92 -0.14 -7.87
103 H 1.65 4.77 5.59
104 H -4.59 0.79 -2.28
105 H 3.93 3.65 -5.03
106 H -0.07 -6.93 -5.85
107 C -1.91 -0.93 -8.76
108 H -8.56 3.71 5.25
109 H 0.01 1.92 -1.69
110 O -0.25 -5.99 -5.76
111 H 6.12 -3.03 -4.54
112 H 5.96 -6.66 -4.23
113 O 6.12 -4.17 -2.90
114 O -4.03 -1.43 4.85
115 H -5.41 4.50 5.80
116 H 5.50 3.97 1.87
117 O -0.69 2.19 0.35
118 C -6.62 -6.28 -0.07
119 H -1.03 -2.63 -9.23
120 C 0.74 0.41 -0.42

For the HOMO-LUMO gap, the calculation gives 9.90 eV. As for the structure (SMILES): OCCO.OCCO.OCCO.OCCO.OCCO.OCCO.OCCO.OCCO.OCCO.OCCO.OCCO.OCCO.

Version two
This record from the Open Molecules 2025 dataset describes 12 unconnected molecules or ions with the total composition C24H72O24. The level of theory is ωB97M-V with the def2-TZVPD basis set.

Geometry (Å):
1 H 7.88 16.04 10.08
2 C 14.00 18.40 6.87
3 H 14.58 16.70 9.42
4 O 12.32 8.04 8.60
5 C 15.78 11.65 6.29
6 H 8.88 17.72 13.73
7 H 14.70 11.88 6.17
8 H 15.34 15.84 11.12
9 O 11.80 10.63 13.99
10 O 14.00 20.77 6.80
11 O 9.26 15.27 12.40
12 H 17.03 16.46 10.73
13 O 13.52 15.11 7.18
14 C 14.38 19.22 12.11
15 H 12.92 14.43 11.39
16 H 14.71 19.72 8.48
17 O 11.36 13.37 6.92
18 C 9.47 14.93 13.74
19 O 13.52 19.03 10.95
20 O 13.69 17.00 12.71
21 H 9.50 20.44 13.58
22 H 13.24 18.13 10.85
23 H 11.66 9.74 14.28
24 H 12.89 16.58 13.06
25 H 14.72 12.35 13.61
26 H 14.00 21.52 7.40
27 H 8.41 11.15 10.80
28 O 6.55 18.38 8.06
29 H 7.15 12.02 8.58
30 H 11.70 11.57 12.17
31 H 10.77 15.29 6.36
32 O 12.61 10.84 9.56
33 C 16.10 15.98 10.33
34 H 13.34 13.94 9.22
35 C 16.30 14.59 9.87
36 O 15.16 14.03 9.14
37 O 17.18 9.74 6.16
38 H 13.79 18.72 5.86
39 H 12.96 18.74 13.72
40 C 12.19 10.72 12.64
41 O 12.57 16.50 9.76
42 H 14.70 17.56 6.93
43 H 10.31 13.47 14.97
44 C 13.35 10.23 8.53
45 H 10.92 17.47 12.38
46 H 5.71 17.22 9.54
47 C 13.67 10.94 12.60
48 C 12.90 14.94 5.84
49 O 12.71 18.01 7.47
50 H 12.23 18.81 7.75
51 H 14.34 20.30 12.30
52 H 10.26 12.98 13.25
53 H 10.70 15.56 9.61
54 H 15.80 12.53 8.13
55 H 12.81 11.80 9.60
56 O 11.79 14.35 13.75
57 O 8.25 13.19 10.92
58 C 9.66 18.50 13.75
59 H 15.07 9.63 6.14
60 H 11.31 13.75 11.21
61 H 14.38 10.60 8.46
62 H 6.53 17.83 7.27
63 H 14.38 8.41 8.15
64 H 6.96 18.30 10.04
65 C 8.71 12.04 10.22
66 H 9.79 12.01 10.17
67 C 15.93 10.25 5.78
68 H 9.55 12.78 7.54
69 H 12.36 16.94 8.91
70 H 15.73 19.50 7.03
71 H 16.48 13.93 10.72
72 O 13.94 12.28 13.02
73 H 7.93 14.95 8.03
74 H 9.55 18.34 11.63
75 H 10.36 18.33 14.57
76 C 12.09 14.31 10.69
77 H 11.12 16.17 11.22
78 H 14.23 10.19 13.19
79 C 10.32 18.38 12.42
80 C 8.23 11.97 8.74
81 C 13.55 8.72 8.78
82 H 12.40 13.65 14.02
83 C 14.71 19.66 7.39
84 H 11.56 13.67 7.84
85 H 11.77 19.46 11.57
86 H 13.05 15.79 5.18
87 C 13.88 18.34 13.28
88 H 14.65 18.19 14.04
89 O 11.17 19.52 12.32
90 O 8.92 19.72 13.89
91 H 13.97 10.85 11.55
92 H 13.02 15.80 7.65
93 O 15.53 16.80 9.31
94 H 15.41 18.96 11.82
95 H 8.76 14.57 11.92
96 H 11.01 14.09 5.14
97 O 7.34 15.73 8.07
98 O 16.06 11.72 7.66
99 H 17.33 9.91 7.08
100 H 15.02 14.58 8.34
101 O 12.47 13.62 9.50
102 H 8.53 14.64 14.23
103 H 17.16 14.48 9.22
104 H 8.65 11.02 8.36
105 H 9.86 15.82 14.22
106 H 12.86 10.43 7.56
107 C 7.77 16.55 9.11
108 C 11.51 15.65 10.32
109 C 10.49 13.83 13.95
110 H 12.04 9.79 12.04
111 O 8.78 13.08 8.06
112 H 13.50 14.07 5.49
113 H 15.90 10.23 4.69
114 H 12.08 8.06 7.67
115 C 11.45 14.47 6.06
116 H 7.36 13.32 10.63
117 C 6.71 17.61 9.25
118 H 8.67 17.09 8.89
119 H 13.81 8.64 9.85
120 H 16.44 12.27 5.72

For the HOMO-LUMO gap, the calculation gives 10.13 eV. As for the structure (SMILES): OCCO.OCCO.OCCO.OCCO.OCCO.OCCO.OCCO.OCCO.OCCO.OCCO.OCCO.OCCO.

version two takes first place; second place is 148.0 kcal/mol up.

Version one
This record from the Open Molecules 2025 dataset describes 2 unconnected molecules or ions with the total composition C4H6FN. The level of theory is ωB97M-V with the def2-TZVPD basis set.

Geometry (Å):
1 N -1.90 -1.13 0.85
2 H -1.34 1.56 -0.40
3 H 3.02 -0.32 -1.22
4 C 1.92 -0.57 0.51
5 C -1.98 -0.11 0.36
6 H 2.28 -1.97 -1.02
7 F 2.28 0.62 1.10
8 H -2.95 1.68 0.58
9 C 2.45 -0.89 -0.65
10 H 1.18 -0.97 1.23
11 C -2.27 1.12 -0.19
12 H -2.70 0.97 -1.15

For the HOMO-LUMO gap, the calculation gives 10.77 eV. As for the structure (SMILES): C=CF.CC#N.

Version two
This record from the Open Molecules 2025 dataset describes 2 unconnected molecules or ions with the total composition C4H6FN. The level of theory is ωB97M-V with the def2-TZVPD basis set.

Geometry (Å):
1 C 1.73 0.36 0.48
2 H -2.81 1.29 -0.84
3 H 3.21 -0.04 -0.99
4 H -3.21 1.08 0.99
5 H 2.81 -1.36 0.22
6 C -1.76 -0.23 0.12
7 N 1.14 1.12 1.10
8 C -2.60 0.78 0.09
9 H -1.07 -0.47 -0.71
10 F -1.58 -1.03 1.10
11 C 2.41 -0.56 -0.41
12 H 1.72 -0.93 -1.14

For the HOMO-LUMO gap, the calculation gives 10.41 eV. As for the structure (SMILES): C=CF.CC#N.

version two takes first place; second place is 13.6 kcal/mol up.